Formula: C37H32BrFN3NiO7P
Source: the OMol25 dataset
Level of theory: wB97M-V/def2-TZVPD

Each line ends with the Löwdin spin population.
Element x y z (Å)
Ni (0.191, -0.143, 0.458)  1.635
C (-3.107, 0.211, -2.260)  0.000
C (-1.763, 0.913, -2.479)  0.000
C (-1.802, 1.709, -3.803)  0.000
C (-1.377, 1.801, -1.321)  0.006
C (-2.299, 3.045, -1.111)  0.003
O (-2.759, 2.890, 0.321)  0.002
C (-2.107, 1.807, 0.825)  0.002
N (-1.280, 1.174, -0.003)  0.062
C (-2.493, 1.430, 2.178)  0.001
C (-3.443, 2.302, 2.778)  -0.001
C (-3.926, 2.015, 4.031)  0.001
C (-3.384, 0.945, 4.740)  0.000
C (-2.457, 0.081, 4.167)  0.004
C (-2.021, 0.283, 2.859)  0.008
P (-0.952, -0.919, 2.082)  0.065
C (-1.973, -2.343, 1.551)  0.015
C (-2.730, -2.967, 2.551)  0.004
C (-3.781, -3.829, 2.199)  0.001
C (-4.007, -4.096, 0.846)  0.000
C (-3.241, -3.507, -0.157)  0.000
C (-2.160, -2.674, 0.207)  0.005
C (0.157, -1.444, 3.390)  0.005
C (0.587, -2.743, 3.353)  0.007
C (1.421, -3.255, 4.354)  -0.001
C (1.872, -2.381, 5.336)  0.006
C (1.435, -1.059, 5.382)  -0.001
C (0.550, -0.549, 4.396)  0.005
H (-3.254, -0.562, -3.045)  0.000
H (-3.980, 0.893, -2.398)  0.000
H (-3.162, -0.304, -1.278)  0.000
H (-0.991, 0.173, -2.630)  0.000
H (-2.676, 2.403, -3.876)  0.000
H (-1.885, 0.983, -4.593)  0.000
H (-0.882, 2.287, -4.049)  0.000
H (-0.150, 2.205, -1.660)  0.000
H (-3.087, 3.132, -1.841)  0.000
H (-1.703, 3.992, -1.105)  0.000
H (-3.723, 3.181, 2.232)  0.000
H (-4.656, 2.659, 4.529)  0.000
H (-3.695, 0.805, 5.795)  0.000
H (-2.142, -0.762, 4.765)  0.000
H (-2.475, -2.733, 3.600)  0.000
H (-4.438, -4.273, 2.966)  0.000
H (-4.755, -4.823, 0.551)  0.000
H (-3.430, -3.704, -1.200)  0.000
H (-1.501, -2.210, -0.520)  0.004
H (0.351, -3.349, 2.483)  0.000
H (1.855, -4.253, 4.291)  0.000
H (2.623, -2.738, 6.040)  0.000
H (1.856, -0.410, 6.154)  0.000
H (0.305, 0.498, 4.330)  0.000
Br (1.686, 1.523, 1.598)  0.052
C (3.363, 0.819, 0.930)  0.002
C (4.308, 1.767, 0.518)  0.002
C (5.595, 1.342, 0.202)  0.000
C (5.944, -0.012, 0.361)  0.001
C (4.985, -0.905, 0.768)  0.000
C (3.651, -0.550, 1.008)  0.001
C (2.685, -1.692, 1.202)  0.006
O (3.094, -2.709, 1.817)  0.012
O (1.523, -1.596, 0.677)  0.052
H (3.983, 2.813, 0.467)  0.000
H (6.358, 2.045, -0.168)  0.000
H (6.925, -0.404, 0.068)  0.000
H (5.234, -1.949, 0.948)  0.000
F (-0.108, -0.969, -5.758)  0.000
C (0.956, -0.152, -5.745)  0.000
C (1.690, -0.055, -4.579)  0.000
N (2.401, 1.107, -4.254)  0.000
C (2.891, 1.285, -2.901)  0.002
C (1.651, 1.310, -2.024)  0.003
O (0.973, 2.417, -2.061)  0.001
O (1.313, 0.227, -1.438)  0.027
C (2.792, 1.991, -5.252)  0.000
O (3.648, 2.866, -5.126)  0.000
N (2.235, 1.675, -6.505)  0.000
C (1.138, 0.847, -6.794)  0.000
O (0.535, 0.890, -7.873)  0.000
H (1.578, -0.739, -3.766)  0.000
H (3.408, 2.251, -2.871)  0.000
H (3.527, 0.448, -2.623)  0.000
H (2.480, 2.320, -7.234)  0.000

Properties
2S+1: 3
total charge: 0
⟨S²⟩: 2.007
E: -180783.2678 eV
E_HOMO (spin up / spin down): -0.27161 / -0.27150 hartree
energy relative to the best compared isomer or geometry (same formula, charge and spin): 0.0000 eV
HOMO-LUMO gap (spin up / spin down): 6.78 / 6.57 eV